Here is a single C6H6N4O molecule in a non-equilibrium geometry from the Open Molecules 2025 dataset. Energies are from ωB97M-V/def2-TZVPD.

Output
Lowest unoccupied orbital energy = -0.20 eV
SMILES = Cc1ncc2cn[nH]c(=O)n12
Relative energy (zero: lowest compared OMol25 entry of this formula, charge and spin) = 91.84 kcal per mole
Net charge = 0
HOMO-LUMO gap = 8.4 eV

Geometry (Å):
C  0.91  -1.45  1.70
C  0.30  -1.23  0.33
C  -0.74  -1.44  -1.58
C  -0.87  -0.01  -1.33
C  -0.99  1.38  -1.78
C  0.34  1.12  0.70
H  1.21  -2.54  1.82
H  -0.01  -1.34  2.55
H  1.75  -0.69  2.14
H  -1.29  -2.09  -2.34
H  -1.65  1.35  -2.73
H  0.40  3.19  0.45
N  -0.09  -2.06  -0.61
N  -0.38  2.47  -1.22
N  0.36  2.24  -0.06
N  0.17  -0.03  -0.04
O  0.58  1.13  2.00


Here is a single C8H8N4S molecule in a non-equilibrium geometry from the Open Molecules 2025 dataset. Energies are from ωB97M-V/def2-TZVPD.

Output
Lowest unoccupied orbital energy = -0.17 eV
SMILES = C=CCSc1ncc(C#N)c(N)n1
Relative energy (zero: lowest compared OMol25 entry of this formula, charge and spin) = 56.43 kcal per mole
Net charge = 0
HOMO-LUMO gap = 8.7 eV

Geometry (Å):
C  1.97  1.11  0.22
C  -0.19  0.78  -0.02
C  -2.81  0.13  -0.80
C  -3.40  -0.47  0.47
C  -2.71  -1.63  0.79
C  1.03  -1.01  -0.45
C  2.17  -0.23  -0.13
C  3.46  -0.88  -0.29
H  3.10  3.09  0.34
H  4.07  1.54  0.26
H  -3.57  0.65  -1.36
H  -2.07  -0.49  -1.40
H  -4.20  0.05  1.11
H  -2.96  -2.19  1.67
H  -1.69  -1.90  0.24
H  1.32  -2.12  -0.61
N  3.13  1.96  0.47
N  0.72  1.65  0.40
N  -0.19  -0.49  -0.34
N  4.61  -1.20  -0.20
S  -1.80  1.66  -0.37


Here is a gas-phase ion, C14H20N3O3 (charge +1) in a non-equilibrium geometry from the Open Molecules 2025 dataset. Energies are from ωB97M-V/def2-TZVPD.

Output
Lowest unoccupied orbital energy = -5.31 eV
SMILES = CCOc1cc(N2CCOCC2)c(OCC)cc1[N+]#N
Relative energy (zero: lowest compared OMol25 entry of this formula, charge and spin) = 100.00 kcal per mole
Net charge = +1
HOMO-LUMO gap = 6.7 eV

Geometry (Å):
N  -0.02  -4.06  -3.19
N  -0.05  -3.21  -2.42
O  -2.31  -2.40  -0.89
O  2.41  0.55  -0.97
O  -0.16  4.35  0.98
C  1.15  -1.25  -1.64
C  -1.16  -0.47  -0.16
C  -0.01  -2.05  -1.67
C  -1.17  -1.68  -0.91
C  1.16  -0.05  -0.93
C  -0.02  0.35  -0.22
N  0.09  1.63  0.33
C  -3.64  -4.28  -0.50
C  3.12  0.78  1.38
C  -2.42  -3.60  -0.17
C  3.38  0.13  0.02
C  -0.36  3.41  2.08
C  0.68  3.88  -0.01
C  -0.71  1.96  1.59
C  0.07  2.70  -0.67
H  1.95  -1.57  -2.37
H  -2.07  -0.16  0.35
H  -4.51  -3.66  -0.34
H  -3.71  -5.20  0.13
H  -3.63  -4.58  -1.58
H  3.74  0.22  2.17
H  2.11  0.67  1.66
H  3.36  1.89  1.53
H  -1.76  -4.41  -0.43
H  -2.31  -3.37  0.89
H  3.26  -0.98  0.12
H  4.37  0.34  -0.43
H  0.44  3.42  2.78
H  -1.21  3.78  2.65
H  1.75  3.82  0.29
H  0.76  4.76  -0.63
H  -0.35  1.27  2.38
H  -1.80  1.82  1.31
H  -0.97  2.98  -0.97
H  0.58  2.31  -1.54


Here is a molecular structure, C30H75BCdFN7O8 in a non-equilibrium geometry from the Open Molecules 2025 dataset. Energies are from ωB97M-V/def2-TZVPD.

Output
Lowest unoccupied orbital energy = -0.72 eV
Relative energy (zero: lowest compared OMol25 entry of this formula, charge and spin) = 0.00 kcal per mole
Net charge = 0
HOMO-LUMO gap = 7.5 eV

Geometry (Å):
Cd  -1.05  -1.23  0.99
F  0.38  -2.56  1.56
B  0.16  0.72  0.80
H  0.81  1.67  0.88
H  0.76  -0.03  0.16
H  -0.02  0.22  1.82
H  -0.85  1.02  0.31
C  -4.44  1.34  1.69
C  -3.21  0.42  1.83
C  -3.00  -0.33  3.14
O  -1.79  -1.09  3.03
C  -1.37  -1.62  4.27
N  -3.02  -0.40  0.59
H  -4.21  1.98  0.84
H  -4.56  2.00  2.55
H  -5.38  0.80  1.54
H  -2.36  1.10  1.73
H  -3.87  -0.94  3.41
H  -2.88  0.45  3.90
H  -1.17  -0.82  4.99
H  -0.51  -2.25  4.10
H  -2.16  -2.21  4.76
H  -3.15  0.05  -0.31
H  -3.79  -1.08  0.62
C  -0.66  0.92  -4.91
C  -1.35  1.21  -3.57
C  -2.74  0.61  -3.62
O  -3.40  0.77  -2.35
C  -4.76  0.39  -2.42
N  -0.50  0.67  -2.50
H  0.29  1.44  -5.02
H  -1.34  1.26  -5.69
H  -0.40  -0.14  -4.90
H  -1.46  2.29  -3.43
H  -2.79  -0.44  -3.92
H  -3.32  1.20  -4.34
H  -4.84  -0.69  -2.60
H  -5.33  0.89  -3.21
H  -5.22  0.62  -1.46
H  -0.88  1.02  -1.62
H  0.40  1.11  -2.62
C  4.20  -0.21  3.98
C  2.98  -0.52  3.13
C  3.08  -0.05  1.69
O  4.07  -0.79  0.98
C  4.48  -0.14  -0.19
N  2.65  -1.95  3.28
H  4.36  0.85  4.20
H  5.07  -0.63  3.46
H  4.07  -0.66  4.97
H  2.13  0.01  3.58
H  3.38  1.01  1.72
H  2.17  0.02  1.08
H  3.71  0.45  -0.70
H  4.81  -0.88  -0.92
H  5.33  0.54  -0.01
H  1.74  -2.12  2.86
H  3.29  -2.39  2.61
C  2.72  -2.29  -1.84
C  2.71  -3.82  -1.64
C  3.84  -4.33  -0.75
O  3.75  -5.74  -0.60
C  4.79  -6.20  0.23
N  1.41  -4.16  -1.06
H  2.45  -1.77  -0.92
H  2.12  -1.92  -2.67
H  3.74  -2.01  -2.13
H  2.82  -4.28  -2.63
H  3.77  -3.94  0.28
H  4.81  -4.01  -1.16
H  4.73  -5.84  1.26
H  5.78  -5.92  -0.16
H  4.79  -7.29  0.21
H  1.21  -3.61  -0.22
H  1.55  -5.08  -0.65
C  -1.60  3.91  0.03
C  -1.38  4.44  1.46
C  -2.58  4.96  2.24
O  -3.42  5.80  1.49
C  -3.15  7.18  1.72
N  -0.60  3.50  2.28
H  -2.01  2.89  -0.01
H  -0.65  3.80  -0.50
H  -2.25  4.58  -0.54
H  -0.72  5.31  1.32
H  -2.16  5.51  3.09
H  -3.10  4.08  2.64
H  -2.06  7.31  1.69
H  -3.59  7.61  2.62
H  -3.53  7.68  0.82
H  -1.22  3.06  2.95
H  -0.08  2.79  1.76
C  -1.84  -3.51  -2.75
C  -2.02  -2.81  -1.42
C  -2.21  -3.83  -0.27
O  -2.51  -3.14  0.96
C  -3.03  -3.96  1.99
N  -0.81  -2.00  -1.10
H  -2.72  -4.11  -2.99
H  -0.96  -4.15  -2.79
H  -1.85  -2.76  -3.55
H  -2.93  -2.20  -1.41
H  -1.39  -4.54  -0.15
H  -3.08  -4.45  -0.49
H  -3.44  -3.31  2.76
H  -2.22  -4.48  2.51
H  -3.85  -4.59  1.62
H  -0.71  -1.22  -1.77
H  -0.09  -2.65  -1.42
C  3.38  3.84  -0.27
C  2.21  3.11  -0.39
C  1.89  2.44  -1.55
C  2.65  2.68  -2.67
C  3.84  3.37  -2.57
C  4.16  4.03  -1.42
N  2.30  2.01  -3.95
O  3.08  2.02  -4.87
O  1.22  1.42  -3.96
H  3.58  4.48  0.58
H  1.53  3.09  0.45
H  0.96  1.89  -1.57
H  4.42  3.57  -3.47
H  5.03  4.68  -1.40


> Which of these has the lowest lowest unoccupied orbital energy?

C14H20N3O3


> HOMO-LUMO gap of number 3 (C14H20N3O3)?

6.7 eV


> Which formula does entry 4 have?

C30H75BCdFN7O8


Copy entry 3 word for word.
Here is a gas-phase ion, C14H20N3O3 (charge +1) in a non-equilibrium geometry from the Open Molecules 2025 dataset. Energies are from ωB97M-V/def2-TZVPD.

Output
Lowest unoccupied orbital energy = -5.31 eV
SMILES = CCOc1cc(N2CCOCC2)c(OCC)cc1[N+]#N
Relative energy (zero: lowest compared OMol25 entry of this formula, charge and spin) = 100.00 kcal per mole
Net charge = +1
HOMO-LUMO gap = 6.7 eV

Geometry (Å):
N  -0.02  -4.06  -3.19
N  -0.05  -3.21  -2.42
O  -2.31  -2.40  -0.89
O  2.41  0.55  -0.97
O  -0.16  4.35  0.98
C  1.15  -1.25  -1.64
C  -1.16  -0.47  -0.16
C  -0.01  -2.05  -1.67
C  -1.17  -1.68  -0.91
C  1.16  -0.05  -0.93
C  -0.02  0.35  -0.22
N  0.09  1.63  0.33
C  -3.64  -4.28  -0.50
C  3.12  0.78  1.38
C  -2.42  -3.60  -0.17
C  3.38  0.13  0.02
C  -0.36  3.41  2.08
C  0.68  3.88  -0.01
C  -0.71  1.96  1.59
C  0.07  2.70  -0.67
H  1.95  -1.57  -2.37
H  -2.07  -0.16  0.35
H  -4.51  -3.66  -0.34
H  -3.71  -5.20  0.13
H  -3.63  -4.58  -1.58
H  3.74  0.22  2.17
H  2.11  0.67  1.66
H  3.36  1.89  1.53
H  -1.76  -4.41  -0.43
H  -2.31  -3.37  0.89
H  3.26  -0.98  0.12
H  4.37  0.34  -0.43
H  0.44  3.42  2.78
H  -1.21  3.78  2.65
H  1.75  3.82  0.29
H  0.76  4.76  -0.63
H  -0.35  1.27  2.38
H  -1.80  1.82  1.31
H  -0.97  2.98  -0.97
H  0.58  2.31  -1.54